A:
ORCA calculation (ωB97M-V with the def2-TZVPD basis set) on a cluster of 2 separate species, C4H12N2 in total.

Computed properties:
**E_HOMO (alpha / beta)**: -0.45810 / -0.45733 hartree
**2S+1**: 2
**Kohn-Sham gap (alpha / beta)**: 8.8 / 3.7 eV
**Expectation value of S²**: 0.76
**E_LUMO (alpha / beta)**: -3.62 / -8.72 eV
**Net charge**: +1

Last columns: bonded neighbours and bond lengths (Å).
Geometry (Å):
1 C 1.789 0.624 1.211  C2 1.501, H4 1.044, H5 1.136, H6 1.138
2 C 1.066 -0.462 1.953  C1 1.501, C3 1.371, H7 1.128
3 C 1.118 -1.803 1.673  C2 1.371, H8 1.061, H9 1.139
4 H 1.524 0.684 0.203  C1 1.044
5 H 2.882 0.332 1.320  C1 1.136
6 H 1.692 1.593 1.799  C1 1.138
7 H 0.317 -0.055 2.692  C2 1.128
8 H 0.160 -2.212 1.876  C3 1.061
9 H 1.847 -2.098 0.849  C3 1.139
10 N -2.214 0.683 -2.221  C11 1.433, H13 1.020, H14 1.117
11 C -1.548 0.349 -0.997  N10 1.433, N12 1.429, H15 1.142, H16 1.078
12 N -0.127 0.257 -1.103  C11 1.429, H17 1.062, H18 1.083
13 H -2.139 1.652 -2.529  N10 1.020
14 H -2.937 0.121 -2.860  N10 1.117
15 H -2.025 -0.631 -0.657  C11 1.142
16 H -1.819 0.928 -0.128  C11 1.078
17 H 0.056 -0.786 -1.192  N12 1.062
18 H 0.359 0.822 -1.889  N12 1.083

B:
ORCA calculation (ωB97M-V with the def2-TZVPD basis set) on the ion C4H12N2 with charge +1.

Computed properties:
**E_HOMO (alpha / beta)**: -0.54781 / -0.54571 hartree
**2S+1**: 2
**Kohn-Sham gap (alpha / beta)**: 12.1 / 6.9 eV
**Expectation value of S²**: 0.75
**E_LUMO (alpha / beta)**: -2.83 / -7.94 eV
**Net charge**: +1

Last columns: bonded neighbours and bond lengths (Å).
Geometry (Å):
1 C -2.430 0.375 -0.092  C2 1.532, H7 1.088, H8 1.094, H9 1.093
2 C -1.333 1.433 0.053  C1 1.532, C3 1.575, H10 1.094, H11 1.076
3 C -0.045 0.745 0.644  C2 1.575, N4 1.411, H12 1.096, H13 1.103
4 N 0.563 -0.172 -0.240  C3 1.411, C5 1.475, H14 1.032
5 C 1.754 -0.915 0.214  N4 1.475, N6 1.420, H15 1.094, H16 1.101
6 N 2.367 -1.537 -0.905  C5 1.420, H17 1.004, H18 1.014
7 H -2.856 -0.023 0.827  C1 1.088
8 H -2.107 -0.500 -0.663  C1 1.094
9 H -3.261 0.822 -0.643  C1 1.093
10 H -0.995 1.549 -0.981  C2 1.094
11 H -1.647 2.285 0.633  C2 1.076
12 H -0.246 0.262 1.607  C3 1.096
13 H 0.594 1.593 0.941  C3 1.103
14 H 0.758 0.104 -1.215  N4 1.032
15 H 2.378 -0.181 0.734  C5 1.094
16 H 1.372 -1.596 0.991  C5 1.101
17 H 3.273 -1.895 -0.664  N6 1.004
18 H 1.861 -2.349 -1.241  N6 1.014

B is the most stable structure; the next one sits 267.3 kJ/mol above it.

A:
ORCA calculation (ωB97M-V with the def2-TZVPD basis set) on a cluster of 2 separate species, C4H13N2O2 in total.

Computed properties:
**E_HOMO**: -0.51157 hartree
**Kohn-Sham gap**: 11.1 eV
**E_LUMO**: -2.84 eV
**Net charge**: +1

Last columns: bonded neighbours and bond lengths (Å).
Geometry (Å):
1 C -0.977 0.185 0.344  C2 1.547, N7 1.506, H8 1.044, H9 1.198
2 C -0.323 0.341 -1.049  C1 1.547, C3 1.568, H10 1.106, H11 1.128
3 C 1.239 0.475 -1.093  C2 1.568, C4 1.418, H12 1.186, H13 1.274
4 C 1.920 0.962 0.052  C3 1.418, N5 1.319, O6 1.274
5 N 2.760 1.961 -0.138  C4 1.319, H14 0.958, H15 1.013
6 O 1.583 0.499 1.190  C4 1.274
7 N -0.375 -1.008 1.038  C1 1.506, H16 1.033, H17 1.075, H18 1.108
8 H -2.018 0.211 0.410  C1 1.044
9 H -0.447 1.157 0.802  C1 1.198
10 H -0.704 1.241 -1.567  C2 1.106
11 H -0.576 -0.631 -1.561  C2 1.128
12 H 1.599 0.968 -2.110  C3 1.186
13 H 1.766 -0.625 -1.461  C3 1.274
14 H 3.164 2.445 0.583  N5 0.958
15 H 2.919 2.253 -1.094  N5 1.013
16 H -0.205 -0.673 2.000  N7 1.033
17 H -1.131 -1.761 0.909  N7 1.075
18 H 0.652 -1.329 0.774  N7 1.108
19 H -3.706 -1.941 0.012  O21 0.913
20 H -3.925 -2.429 1.266  O21 0.924
21 O -3.213 -2.298 0.692  H19 0.913, H20 0.924

B:
ORCA calculation (ωB97M-V with the def2-TZVPD basis set) on a cluster of 2 separate species, C4H13N2O2 in total.

Computed properties:
**E_HOMO**: -0.49583 hartree
**Kohn-Sham gap**: 9.6 eV
**E_LUMO**: -3.89 eV
**Net charge**: +1

Last columns: bonded neighbours and bond lengths (Å).
Geometry (Å):
1 N 1.510 -0.856 2.212  C2 1.495, H9 0.998, H10 1.010
2 C 1.669 -0.118 0.921  N1 1.495, C3 1.604, H11 1.144, H12 1.141
3 C 0.566 1.036 0.767  C2 1.604, N4 1.374, O7 1.341
4 N 0.147 1.503 -0.455  C3 1.374, C5 1.442, C6 1.407
5 C 0.953 1.208 -1.614  N4 1.442, H13 1.161, H14 1.136, H15 1.212
6 C -1.092 2.156 -0.590  N4 1.407, H16 1.104, H17 1.059, H18 1.121
7 O -0.154 1.219 1.884  C3 1.341, H8 1.054
8 H 0.236 0.630 2.668  O7 1.054
9 H 2.181 -0.410 2.801  N1 0.998
10 H 1.732 -1.837 2.133  N1 1.010
11 H 1.497 -0.904 0.108  C2 1.144
12 H 2.586 0.557 0.847  C2 1.141
13 H 1.872 0.501 -1.643  C5 1.161
14 H 0.292 0.933 -2.497  C5 1.136
15 H 1.664 2.181 -1.741  C5 1.212
16 H -1.464 2.797 0.228  C6 1.104
17 H -1.068 2.913 -1.330  C6 1.059
18 H -2.028 1.600 -0.855  C6 1.121
19 H -3.140 -4.904 -3.406  O21 0.957
20 H -3.580 -5.064 -1.857  O21 0.886
21 O -2.965 -4.871 -2.466  H19 0.957, H20 0.886

A is the most stable structure; the next one sits 133.8 kJ/mol above it.

A:
ORCA calculation (ωB97M-V with the def2-TZVPD basis set) on a cluster of 2 separate species, C4H13N2O2 in total.

Computed properties:
**E_HOMO**: -0.53846 hartree
**Kohn-Sham gap**: 11.3 eV
**E_LUMO**: -3.33 eV
**Net charge**: +1

Last columns: bonded neighbours and bond lengths (Å).
Geometry (Å):
1 O -0.124 -1.996 1.329  C2 1.171
2 C 0.213 -0.882 1.192  O1 1.171, N3 1.382, C4 1.552
3 N 0.607 0.037 2.146  C2 1.382, H8 1.026, H9 0.913
4 C 0.248 -0.399 -0.282  C2 1.552, N5 1.530, C7 1.621, H10 1.102
5 N 0.751 -1.664 -0.980  C4 1.530, H11 1.035, H12 1.093, H13 0.969
6 C -2.024 0.734 0.120  C7 1.538, H14 1.186, H15 1.077, H16 1.109
7 C -1.272 -0.224 -0.820  C4 1.621, C6 1.538, H17 1.071, H18 1.149
8 H 0.945 0.986 1.959  N3 1.026
9 H 0.554 -0.168 3.034  N3 0.913
10 H 0.870 0.367 -0.774  C4 1.102
11 H 0.013 -2.363 -1.175  N5 1.035
12 H 1.437 -2.227 -0.343  N5 1.093
13 H 1.273 -1.473 -1.774  N5 0.969
14 H -3.027 1.167 -0.340  C6 1.186
15 H -1.469 1.645 0.265  C6 1.077
16 H -2.269 0.249 1.086  C6 1.109
17 H -1.960 -1.020 -1.016  C7 1.071
18 H -1.437 0.355 -1.798  C7 1.149
19 H 1.894 2.328 -1.368  O21 0.936
20 H 2.689 2.431 0.016  O21 0.836
21 O 2.090 2.119 -0.477  H19 0.936, H20 0.836

B:
ORCA calculation (ωB97M-V with the def2-TZVPD basis set) on a cluster of 2 separate species, C4H13N2O2 in total.

Computed properties:
**E_HOMO**: -0.50669 hartree
**Kohn-Sham gap**: 10.6 eV
**E_LUMO**: -3.23 eV
**Net charge**: +1

Last columns: bonded neighbours and bond lengths (Å).
Geometry (Å):
1 N -1.530 -0.220 1.677  C2 1.472, H8 1.021, H9 1.031, H10 1.022
2 C -0.516 -0.175 0.611  N1 1.472, C3 1.549, H11 1.094, H12 1.067
3 C -1.062 0.845 -0.419  C2 1.549, N4 1.328, O7 1.219
4 N -0.545 0.752 -1.639  C3 1.328, C5 1.487, H13 1.012
5 C 0.825 0.284 -1.979  N4 1.487, C6 1.519, H14 1.078, H15 1.077
6 C 1.931 1.257 -1.609  C5 1.519, H16 1.085, H17 1.086, H18 1.089
7 O -1.899 1.635 -0.019  C3 1.219
8 H -1.708 0.729 2.011  N1 1.021
9 H -1.245 -0.764 2.505  N1 1.031
10 H -2.427 -0.601 1.369  N1 1.022
11 H 0.384 0.303 1.008  C2 1.094
12 H -0.304 -1.132 0.189  C2 1.067
13 H -0.911 1.397 -2.328  N4 1.012
14 H 0.999 -0.676 -1.518  C5 1.078
15 H 0.760 0.169 -3.048  C5 1.077
16 H 1.699 2.257 -1.960  C6 1.085
17 H 2.820 0.858 -2.087  C6 1.086
18 H 2.107 1.390 -0.542  C6 1.089
19 H -0.321 -3.320 2.455  O21 0.973
20 H 0.946 -2.572 2.698  O21 0.966
21 O -0.004 -2.416 2.624  H19 0.973, H20 0.966

B is the most stable structure; the next one sits 216.0 kJ/mol above it.

A:
ORCA calculation (ωB97M-V with the def2-TZVPD basis set) on a cluster of 2 separate species, C2H3N2O3 in total.

Computed properties:
**E_HOMO (alpha / beta)**: -0.11070 / -0.11065 hartree
**Kohn-Sham gap (alpha / beta)**: 6.8 / 6.8 eV
**E_LUMO (alpha / beta)**: 3.76 / 3.75 eV
**Net charge**: -1

Last columns: bonded neighbours and bond lengths (Å).
Geometry (Å):
1 C -0.732 0.937 -0.339  N3 1.358, H8 1.176
2 C 1.490 0.177 0.307  O6 1.239, O7 1.369
3 N -1.389 -0.246 -0.446  C1 1.358, N4 1.311, H9 0.967
4 N -2.105 -0.705 0.553  N3 1.311, O5 1.282
5 O -2.645 -1.859 0.411  N4 1.282
6 O 1.822 -1.012 0.418  C2 1.239
7 O 2.260 1.228 0.726  C2 1.369, H10 0.950
8 H -0.643 1.319 -1.447  C1 1.176
9 H -1.237 -0.936 -1.106  N3 0.967
10 H 3.179 1.096 0.922  O7 0.950

B:
ORCA calculation (ωB97M-V with the def2-TZVPD basis set) on a cluster of 2 separate species, C2H3N2O3 in total.

Computed properties:
**E_HOMO**: -0.14618 hartree
**Kohn-Sham gap**: 8.2 eV
**E_LUMO**: 4.25 eV
**Net charge**: -1

Last columns: bonded neighbours and bond lengths (Å).
Geometry (Å):
1 C -0.191 0.702 0.221  C2 1.552, O5 1.263, O6 1.282
2 C -1.575 0.058 -0.055  C1 1.552, H8 1.004, H9 1.139, H10 1.070
3 N 1.242 -0.967 0.249  N4 1.105
4 N 2.251 -0.809 -0.170  N3 1.105, O7 1.171
5 O 0.347 1.213 -0.801  C1 1.263
6 O 0.226 0.703 1.434  C1 1.282
7 O 3.356 -0.755 -0.554  N4 1.171
8 H -1.306 -0.589 -0.775  C2 1.004
9 H -2.331 0.858 -0.346  C2 1.139
10 H -2.018 -0.416 0.797  C2 1.070

B is the most stable structure; the next one sits 361.6 kJ/mol above it.

A:
ORCA calculation (ωB97M-V with the def2-TZVPD basis set) on the molecule C11H13N.

Computed properties:
**E_HOMO**: -0.31225 hartree
**Kohn-Sham gap**: 9.4 eV
**SMILES**: C=C=C(CN)Cc1ccccc1
**E_LUMO**: 0.87 eV

Last columns: bonded neighbours and bond lengths (Å).
Geometry (Å):
1 C -0.125 -1.574 1.592  C2 1.502, H14 1.151, H15 1.101, N25 1.484
2 C -1.228 -0.894 0.833  C1 1.502, C3 1.547, C10 1.316
3 C -1.095 0.641 0.692  C2 1.547, C4 1.496, H16 1.102, H17 1.099
4 C 0.099 1.082 -0.094  C3 1.496, C5 1.435, C9 1.386
5 C 0.161 0.840 -1.507  C4 1.435, C6 1.354, H18 1.079
6 C 1.225 1.253 -2.235  C5 1.354, C7 1.393, H19 1.105
7 C 2.294 1.904 -1.625  C6 1.393, C8 1.361, H20 1.084
8 C 2.225 2.170 -0.292  C7 1.361, C9 1.367, H21 1.100
9 C 1.175 1.746 0.474  C4 1.386, C8 1.367, H22 1.095
10 C -2.256 -1.550 0.338  C2 1.316, C11 1.284
11 C -3.274 -2.144 -0.172  C10 1.284, H23 1.011, H24 1.012
12 H 1.692 -2.401 1.323  N25 1.049
13 H 1.213 -1.342 0.122  N25 1.017
14 H 0.394 -0.892 2.360  C1 1.151
15 H -0.699 -2.375 2.084  C1 1.101
16 H -2.081 0.911 0.283  C3 1.102
17 H -1.090 1.095 1.693  C3 1.099
18 H -0.627 0.309 -2.019  C5 1.079
19 H 1.227 1.204 -3.339  C6 1.105
20 H 3.143 2.228 -2.217  C7 1.084
21 H 2.997 2.692 0.291  C8 1.100
22 H 1.102 2.008 1.535  C9 1.095
23 H -3.149 -2.884 -0.850  C11 1.011
24 H -4.230 -1.897 0.049  C11 1.012
25 N 0.906 -2.133 0.682  C1 1.484, H12 1.049, H13 1.017

B:
ORCA calculation (ωB97M-V with the def2-TZVPD basis set) on a cluster of 2 separate species, C11H13N in total.

Computed properties:
**E_HOMO**: -0.31456 hartree
**Kohn-Sham gap**: 9.3 eV
**E_LUMO**: 0.70 eV

Last columns: bonded neighbours and bond lengths (Å).
Geometry (Å):
1 C 2.706 -0.356 3.690  C2 1.347, H12 1.230
2 C 1.551 0.255 3.361  C1 1.347, C3 1.279
3 C 0.601 1.037 3.012  C2 1.279, C4 1.614, H14 1.187
4 C -0.074 0.777 1.570  C3 1.614, H15 1.111, H16 1.136, N25 1.424
5 C -1.311 1.358 -0.400  C6 1.520, H18 1.101, H19 1.205, N25 1.469
6 C -0.790 0.209 -1.246  C5 1.520, C7 1.403, C11 1.457
7 C -1.368 -1.068 -1.181  C6 1.403, C8 1.415, H20 1.167
8 C -1.048 -2.124 -2.066  C7 1.415, C9 1.446, H21 1.059
9 C -0.174 -1.908 -3.198  C8 1.446, C10 1.324, H22 1.166
10 C 0.275 -0.664 -3.169  C9 1.324, C11 1.368, H23 1.200
11 C -0.046 0.469 -2.472  C6 1.457, C10 1.368, H24 1.090
12 H 3.721 0.336 3.744  C1 1.230
13 H 2.347 -1.831 3.727  no bonds
14 H 0.121 1.853 3.728  C3 1.187
15 H 0.246 -0.191 1.127  C4 1.111
16 H -1.089 0.644 2.063  C4 1.136
17 H 0.546 2.128 0.089  N25 0.975
18 H -2.195 1.131 0.216  C5 1.101
19 H -1.676 2.394 -0.895  C5 1.205
20 H -2.094 -1.260 -0.288  C7 1.167
21 H -1.581 -2.918 -1.610  C8 1.059
22 H 0.131 -2.799 -3.886  C9 1.166
23 H 0.897 -0.566 -4.190  C10 1.200
24 H 0.532 1.365 -2.250  C11 1.090
25 N -0.229 1.728 0.523  C4 1.424, C5 1.469, H17 0.975

A is the most stable structure; the next one sits 499.0 kJ/mol above it.

A:
ORCA calculation (ωB97M-V with the def2-TZVPD basis set) on a cluster of 2 separate species, CH8N2S2 in total.

Computed properties:
**E_HOMO**: -0.31984 hartree
**Kohn-Sham gap**: 9.1 eV
**SMILES**: NCN.SS
**E_LUMO**: 0.40 eV

Last columns: bonded neighbours and bond lengths (Å).
Geometry (Å):
1 S -2.182 2.074 0.095  S2 2.093, H3 1.345
2 S -4.255 1.949 0.360  S1 2.093, H4 1.340
3 H -1.895 0.786 -0.166  S1 1.345
4 H -4.373 1.126 -0.691  S2 1.340
5 N 2.368 -0.877 -0.473  C6 1.475, H8 1.017, H9 1.045
6 C 1.040 -0.340 -0.125  N5 1.475, N7 1.493, H10 1.111, H11 1.084
7 N 0.537 -0.867 1.178  C6 1.493, H12 1.020, H13 1.021
8 H 3.157 -0.385 -0.887  N5 1.017
9 H 2.165 -1.313 -1.401  N5 1.045
10 H 0.232 -0.615 -0.836  C6 1.111
11 H 1.138 0.740 -0.098  C6 1.084
12 H 0.884 -1.827 1.195  N7 1.020
13 H 1.185 -0.452 1.849  N7 1.021

B:
ORCA calculation (ωB97M-V with the def2-TZVPD basis set) on a cluster of 2 separate species, CH8N2S2 in total.

Computed properties:
**E_HOMO**: -0.32563 hartree
**Kohn-Sham gap**: 8.0 eV
**SMILES**: NCN.SS
**E_LUMO**: -0.82 eV

Last columns: bonded neighbours and bond lengths (Å).
Geometry (Å):
1 S -2.515 -1.497 -0.830  S2 2.123, H3 1.345
2 S -0.660 -2.518 -0.678  S1 2.123, H4 1.337
3 H -2.170 -0.428 -0.090  S1 1.345
4 H 0.506 -2.211 -0.101  S2 1.337
5 N 1.297 0.060 0.835  C6 1.444, H8 1.009, H9 1.009
6 C 0.261 1.009 0.501  N5 1.444, N7 1.440, H10 1.101, H11 1.084
7 N 0.334 1.500 -0.851  C6 1.440, H12 1.007, H13 1.007
8 H 1.240 -0.829 0.360  N5 1.009
9 H 1.360 -0.065 1.834  N5 1.009
10 H -0.702 0.481 0.585  C6 1.101
11 H 0.167 1.843 1.187  C6 1.084
12 H 1.249 1.508 -1.271  N7 1.007
13 H -0.367 1.146 -1.481  N7 1.007

A is the most stable structure; the next one sits 63.9 kJ/mol above it.